Density functional theory data (ωB97M-V/def2-TZVPD) for a cluster of 12 separate species, C36H104N16O12 in total at a distorted geometry.

* HOMO: -8.9071 eV
* total energy: -3212.7883 hartree
* orbital gap: 8.9590 eV
* LUMO energy: 0.1 eV
* net charge: 0
* max |F|: 0.1256 hartree/bohr

Geometry as XYZ:
```
168
C36H104N16O12 ωB97M-V/def2-TZVPD
C -2.13 -4.12 15.01
H 1.86 -9.82 8.40
C 0.08 -6.28 12.20
H 5.56 -8.39 11.26
C -0.30 -11.71 15.86
N 2.32 -5.81 17.90
H -3.28 -12.79 7.39
H 0.77 0.49 13.18
H -6.02 -7.55 10.65
H -6.04 -6.93 9.08
N -7.63 -9.05 9.30
O 2.73 -5.34 13.51
O -4.20 -7.62 9.71
H -0.32 -10.80 15.26
H -0.57 -6.82 11.52
C 1.05 1.39 11.16
N 4.30 -4.98 18.34
N -2.04 -8.35 16.93
C -0.37 -13.06 15.08
H -4.03 -10.66 8.95
H 5.40 -2.19 8.38
H 1.93 -7.37 11.73
H 7.96 -4.31 17.58
H 1.61 -13.18 14.39
O 2.62 -3.59 17.99
H 4.96 -7.24 12.46
H -7.82 -8.34 8.61
H -1.70 -12.25 6.90
H 6.46 -6.98 11.47
H 0.88 -14.18 16.21
O 5.39 -10.37 13.06
H -4.87 -9.72 7.41
H -6.50 -10.29 7.36
H -1.96 -8.55 17.91
H 5.40 -9.55 17.04
N 8.42 -5.17 17.34
H 2.73 -6.69 17.62
C 6.25 -2.66 10.19
O 8.05 -7.30 16.45
C 3.20 -4.13 10.37
C -1.09 -4.06 17.37
C 6.16 -9.47 13.87
N -3.50 -3.66 16.98
H -2.86 -8.48 16.35
H 5.51 -9.10 14.67
H -4.01 -5.56 9.65
H 1.04 -2.03 13.85
H 1.38 -5.69 17.54
N 6.65 -5.53 16.44
H 4.53 -1.51 11.04
H -4.29 -6.21 11.19
H 4.95 -4.22 18.48
H -1.30 -4.67 14.57
H -8.15 -9.89 9.08
C -2.60 -11.95 7.44
H 1.29 3.37 12.09
H 1.50 0.88 10.30
C 7.77 -6.11 16.72
H 0.96 -9.11 9.77
H 4.58 -5.47 14.43
H 4.81 -2.92 11.81
H -0.23 -4.59 16.95
H 6.30 -1.10 9.11
H 3.91 -4.87 10.75
H 4.45 -10.94 16.83
C 4.84 -2.53 10.79
H 7.26 -2.43 12.04
H -4.12 -12.12 9.41
H -1.88 -3.08 14.80
H -0.99 -10.44 10.23
H 3.83 -10.36 14.35
C 1.31 -2.17 12.81
C 3.52 -9.11 16.77
H 6.53 -4.56 16.71
N 0.78 -8.44 12.98
H 7.21 -7.65 13.70
H 3.76 -3.79 14.38
H -0.88 1.78 11.79
C 1.80 2.72 11.38
H 1.53 -9.05 13.26
H 2.49 -10.77 16.80
H -0.68 -7.64 14.28
C 1.31 0.26 12.26
H -1.88 -12.58 9.41
C 3.68 -4.87 14.51
H -2.68 -6.37 10.38
H 0.73 -11.78 11.01
H 2.33 -3.90 10.99
H -0.51 -5.88 13.03
H 5.07 -11.61 14.61
H 2.24 -11.65 11.95
H 4.57 -5.93 18.54
C -2.34 -4.40 16.54
N -0.10 -14.22 15.98
C 4.47 -11.10 13.86
O 0.46 -12.03 13.06
C 5.86 -7.69 12.04
H -0.30 -5.83 19.01
H -1.04 -11.70 16.66
H 0.37 -14.11 13.47
O 3.71 -7.94 16.56
H 0.61 -8.68 8.02
H -2.02 -8.52 14.41
C 0.90 -9.45 8.74
C 7.40 -2.08 11.02
N -0.42 1.59 10.91
H 9.34 -5.34 17.73
H 8.32 -2.49 10.61
H 0.60 -11.59 16.45
C -2.26 -11.66 8.97
N 6.29 -2.07 8.83
H 5.86 -6.10 16.18
C -3.76 -6.42 10.26
H 6.42 -3.73 10.21
H 3.85 -11.78 13.28
H -2.07 -6.01 19.03
C 2.09 -6.57 13.74
H -0.71 -3.06 17.16
H 2.75 2.33 11.75
H 0.57 -5.39 11.79
H -1.21 -5.23 20.45
C -5.59 -7.73 9.66
H 1.84 3.32 10.47
O 0.77 -1.02 12.04
C -6.17 -9.05 9.16
H -1.69 -9.55 8.86
H -4.24 -4.20 16.57
H 2.88 -7.31 13.91
H -2.55 -5.46 16.71
H 2.35 0.37 12.55
H 7.38 -1.00 11.09
C -1.25 -10.49 9.17
C 0.60 -13.17 13.97
C 6.85 -8.40 12.99
O -1.30 -4.14 18.83
H 8.00 -9.83 12.82
O 0.03 -7.52 16.64
N 2.41 -9.77 16.87
H -3.62 -3.66 17.99
H 0.93 -3.10 12.37
N 4.48 -9.95 17.05
H -3.01 -4.30 14.41
H 0.32 -9.00 12.29
H 6.91 -10.12 14.32
H -6.19 -8.59 7.07
H 1.56 -6.48 14.68
C -1.24 -5.40 19.38
H -0.70 0.67 10.61
C 1.26 -12.12 11.89
H 2.38 -2.26 12.65
O 3.84 -2.99 9.89
N 7.98 -8.94 12.34
H -5.95 -9.85 9.88
H 1.47 -13.16 11.63
C 1.28 -7.16 12.58
H -3.05 -11.10 6.92
H -0.40 -13.85 16.87
H 3.23 -4.92 15.50
H 2.74 -4.64 9.52
N -1.42 -7.89 14.92
C -5.89 -9.45 7.68
H 1.58 -9.24 16.63
O 0.07 -10.58 8.60
H -1.34 -13.12 14.59
H 7.63 -9.31 11.47
C 3.07 -4.72 18.12
C -1.08 -7.90 16.20
N -3.51 -11.32 9.51
```

These are the Mulliken partial charges, in e, on atoms 1 to 6: -0.918, 0.299, -0.940, 0.393, -1.023, -0.183



Density functional theory data (ωB97M-V/def2-TZVPD) for a structure of composition C36H108N2O20Pd at a distorted geometry.

* multiplicity: 3
* expectation value of S²: 2.01
* HOMO (alpha / beta): -5.4334 / -5.3666 eV
* total energy: -3178.0896 hartree
* orbital gap (alpha / beta): 5.6467 / 5.2776 eV
* LUMO energy (alpha / beta): 0.2 / -0.1 eV
* net charge: 0
* max |F|: 0.0595 hartree/bohr

Geometry as XYZ:
```
167
C36H108N2O20Pd ωB97M-V/def2-TZVPD
H -2.57 -2.23 -0.01
H 2.78 0.43 0.75
H 0.28 4.76 2.49
H -0.33 -3.13 -1.36
O -1.58 -0.18 3.60
H 7.42 0.87 1.18
H -1.56 -3.45 0.81
H -2.08 3.02 -6.73
H -3.27 -6.14 3.05
H 1.24 2.93 -4.75
H 1.96 -0.01 2.24
H 1.11 0.38 -1.45
H -1.87 -1.07 -3.88
O -4.99 -2.91 -0.25
C 3.81 1.36 -2.96
C -5.38 -3.02 3.21
H 1.71 3.38 4.95
H -3.90 2.38 3.47
C 0.38 3.41 -4.30
H -1.72 0.43 -7.16
H -0.17 1.61 2.48
H 0.59 6.48 3.08
C -2.08 4.02 -4.37
H 1.09 -0.75 -4.95
C 0.71 -2.27 0.99
H -5.45 -4.93 -0.16
O -1.84 1.45 -3.23
H -1.18 -1.65 -5.36
O 4.84 -5.00 -0.63
O 2.61 6.22 -0.75
H 3.39 2.81 3.49
O 0.56 6.21 1.07
H -5.20 -4.21 -1.76
O 6.79 1.27 0.58
H -3.13 3.96 3.48
H 2.34 4.28 -1.47
C -0.48 -1.67 0.19
H 3.05 -4.50 0.39
H -0.33 2.61 1.00
H 1.17 -5.94 0.58
C -0.28 -2.04 -1.29
H 0.86 -3.32 0.73
O -6.23 -3.25 2.07
H 0.43 2.01 -1.18
H 3.41 -4.12 3.10
C -0.77 0.62 -6.66
C -2.58 -5.38 3.42
H 1.81 6.12 -0.22
H 0.35 3.23 -3.22
C -4.83 -4.24 -0.73
H 0.82 2.16 -6.99
O 5.13 1.26 -3.50
H 5.07 -5.28 -1.52
H -3.80 -4.61 -0.70
H 3.10 3.91 1.65
C -0.81 0.43 -5.13
O -0.33 -6.89 -0.58
Pd -3.23 1.28 -1.36
H -0.10 -6.90 1.48
H -0.48 2.00 -8.15
C 4.13 3.74 1.97
H -5.46 -1.72 -3.09
H -3.04 3.66 -4.74
H -1.33 -0.27 2.67
H 1.89 5.51 2.48
C -1.00 3.00 -4.83
C 1.58 2.37 5.35
H 3.29 -3.69 -1.15
O -2.06 2.42 4.34
H -2.15 -1.94 1.60
H -5.04 -3.95 3.67
O -1.77 0.45 0.14
H 5.01 0.73 -0.27
H -2.67 -0.72 -5.47
C -1.95 4.13 -0.53
H -5.09 2.08 0.81
C 2.05 -1.49 0.80
H -0.04 -0.12 -6.99
H 2.92 -5.46 -1.01
H 1.35 0.96 -4.98
H -5.86 -2.39 3.97
H 2.44 0.65 5.24
O -4.77 1.30 0.34
H -7.14 -3.16 2.35
H 2.01 1.68 -0.71
H -0.76 4.07 -6.73
H -4.22 -1.50 -1.10
H 2.39 -1.63 -0.23
H 0.51 -2.21 2.06
H -1.89 4.21 0.56
C 5.98 0.28 -0.06
H 0.42 -7.31 -1.00
O 5.82 -1.45 3.43
H -2.17 4.26 -3.31
C 0.65 0.20 -4.63
H -0.76 -2.08 3.88
H -5.73 0.02 1.62
H 0.71 0.27 -3.55
H 3.68 5.06 -2.16
H 2.04 5.52 -2.64
C -4.72 0.22 1.25
H 3.07 1.53 -3.74
C 2.62 -4.83 3.37
H 2.96 -5.84 3.18
H -5.51 -2.98 0.57
H -1.08 -1.66 -1.92
H -4.36 -0.66 0.74
H 3.54 0.41 -2.49
H -3.81 -2.31 -3.27
H -0.29 6.65 1.02
C 4.50 -1.03 3.78
H -1.60 -5.87 3.41
C 0.59 0.67 0.65
H 1.23 2.49 1.72
H 4.52 -0.45 4.70
O 4.09 3.46 3.36
C -1.73 -0.81 -4.93
H 3.19 -4.96 5.25
H -1.90 4.97 -4.87
H -1.87 5.16 -0.89
O 2.44 1.44 4.69
H -0.47 -5.38 0.69
H -4.52 -2.45 2.87
H -1.89 1.47 4.19
C 3.48 -4.61 -0.60
H 5.89 -0.56 0.63
H 6.50 -0.09 -0.95
H 1.85 2.36 6.41
H -3.86 4.21 -0.67
N -1.44 1.64 -4.49
H 4.80 4.54 1.66
H 2.78 -2.01 1.42
O -3.20 3.53 -0.86
H -1.10 3.57 -0.90
C -1.05 3.09 -6.37
H -0.92 -1.13 5.34
C 0.82 5.70 2.36
C 2.68 5.28 -1.78
C 0.31 1.92 1.55
H 4.13 -0.30 3.06
H 0.54 2.08 5.19
C -1.74 -2.38 0.68
H 3.83 2.16 -2.22
H 0.54 4.49 -4.37
H -4.02 0.39 2.07
C -0.26 2.03 -7.07
H -2.62 -4.49 2.79
H -2.12 -4.60 5.15
C 0.13 -6.29 0.62
H 4.52 2.89 1.40
H -4.21 -0.76 -3.87
O 2.37 -4.77 4.80
O -4.20 -0.78 -1.76
H 1.74 -4.57 2.79
H 0.33 -0.70 4.12
C -0.68 -1.07 4.28
H 5.24 2.06 -4.02
H 0.70 -1.82 -1.71
H -2.59 2.71 2.32
N -0.55 -0.23 0.53
C 1.88 -0.05 1.14
C -4.42 -1.42 -3.03
H 5.82 -2.27 2.93
C 1.03 1.21 -0.74
O -2.91 -4.92 4.70
H 3.76 -1.82 3.93
C -2.94 2.89 3.34
```

These are the Mulliken partial charges, in e, on atoms 1 to 6: -0.438, -0.232, 0.078, 0.572, -0.623, 0.303